{"formula": "C24H26FN3O4V", "method": "the ωB97M-V functional and the def2-TZVPD basis", "species": ["V", "C", "C", "C", "C", "C", "C", "C", "C", "C", "C", "C", "C", "N", "C", "C", "C", "C", "C", "C", "F", "H", "H", "H", "H", "H", "H", "H", "H", "H", "H", "H", "H", "H", "H", "H", "H", "H", "H", "H", "H", "H", "C", "C", "N", "C", "C", "N", "C", "O", "O", "C", "O", "O", "H", "H", "H", "H", "H"], "coordinates": [[-0.23027, -1.23768, -0.47749], [1.53624, 1.40583, 1.85508], [0.20511, 1.09950, 2.54385], [0.20199, -0.32698, 3.10025], [-1.07458, 1.37562, 1.75991], [-2.14812, 1.90178, 2.47317], [-3.36750, 2.15697, 1.86868], [-3.54454, 1.87490, 0.52382], [-2.51051, 1.33513, -0.23024], [-2.76001, 1.00293, -1.69156], [-2.99591, 2.26522, -2.52089], [-3.92016, 0.01253, -1.84218], [-1.28499, 1.10089, 0.40784], [-0.21384, 0.54837, -0.39838], [0.48956, 1.38570, -1.30785], [0.61852, 2.76176, -1.22387], [1.33357, 3.43529, -2.20784], [1.90988, 2.75115, -3.27323], [1.77419, 1.36927, -3.37702], [1.06511, 0.75532, -2.38313], [0.86082, -0.62780, -2.40713], [2.32497, 1.41661, 2.60896], [1.53864, 2.38011, 1.36628], [1.81134, 0.65465, 1.11179], [0.14267, 1.77887, 3.39611], [0.16135, -1.06541, 2.29228], [-0.66128, -0.50749, 3.74104], [1.10638, -0.51514, 3.68106], [-2.01312, 2.12155, 3.52602], [-4.18041, 2.57641, 2.44754], [-4.50198, 2.06882, 0.05654], [-1.86679, 0.52019, -2.10313], [-3.90635, 2.77162, -2.19289], [-3.11772, 2.01463, -3.57562], [-2.16709, 2.96991, -2.43003], [-4.86394, 0.46164, -1.52979], [-3.77253, -0.88688, -1.23992], [-4.03019, -0.28882, -2.88507], [0.15222, 3.29302, -0.40381], [1.43597, 4.51014, -2.14374], [2.45633, 3.28924, -4.03529], [2.18754, 0.80169, -4.19957], [3.69737, -1.22373, -0.54634], [2.78933, -2.25806, 0.01020], [1.46312, -2.24085, 0.02861], [1.05504, -3.39526, 0.70102], [2.14455, -4.10660, 1.06874], [3.21304, -3.37048, 0.63000], [2.40880, -5.38219, 1.79699], [1.36760, -6.10744, 2.15970], [3.55264, -5.70857, 1.96495], [-0.39358, -3.58570, 0.93938], [-0.85861, -4.57146, 1.44208], [-1.10248, -2.52609, 0.50959], [3.12641, -0.43121, -1.02343], [4.37824, -1.65697, -1.27915], [4.29256, -0.78261, 0.25405], [4.16963, -3.66851, 0.77996], [0.51579, -5.69534, 1.88309]], "s2": 2.0449, "e_above_lowest_kj_mol": 12.5, "spin_multiplicity": 3, "total_charge": 1}

{"formula": "C25H34FN3O2", "method": "the ωB97M-V functional and the def2-TZVPD basis", "species": ["C", "C", "C", "C", "O", "C", "C", "C", "C", "C", "N", "C", "O", "N", "C", "C", "C", "C", "C", "F", "C", "C", "C", "C", "C", "N", "C", "C", "C", "C", "C", "H", "H", "H", "H", "H", "H", "H", "H", "H", "H", "H", "H", "H", "H", "H", "H", "H", "H", "H", "H", "H", "H", "H", "H", "H", "H", "H", "H", "H", "H", "H", "H", "H", "H"], "coordinates": [[6.65010, 1.53046, -0.82361], [5.84196, 2.05286, 0.36122], [4.49004, 2.57662, -0.11229], [5.68601, 0.94425, 1.41574], [5.10490, -0.23481, 0.89553], [3.82622, -0.59066, 1.17350], [3.47541, -1.88206, 0.76718], [2.22843, -2.39431, 1.04752], [1.28570, -1.64066, 1.74010], [-0.06825, -2.21861, 2.05979], [-0.94886, -2.17104, 0.90698], [-1.93967, -1.22950, 0.83596], [-2.33037, -0.64240, 1.82787], [-2.49527, -1.04076, -0.40723], [-1.89529, -1.60310, -1.59772], [-0.43785, -1.22724, -1.76278], [0.45696, -2.11340, -2.35160], [1.78954, -1.77725, -2.50530], [2.21767, -0.54136, -2.05875], [3.51433, -0.20559, -2.20952], [1.35045, 0.36098, -1.47123], [0.02243, 0.00971, -1.32815], [-3.73179, -0.27375, -0.53127], [-3.57009, 1.19882, -0.14944], [-4.89461, 1.92614, -0.35523], [-5.93734, 1.32532, 0.45141], [-7.16568, 2.08315, 0.39429], [-6.14024, -0.06139, 0.08281], [-4.86367, -0.86248, 0.31192], [1.61652, -0.34259, 2.09316], [2.86760, 0.18392, 1.81879], [7.62646, 1.17946, -0.49783], [6.79196, 2.31545, -1.56234], [6.12188, 0.70344, -1.29078], [6.39258, 2.86897, 0.84400], [4.63084, 3.35968, -0.85388], [3.91545, 2.98950, 0.71462], [3.92677, 1.76895, -0.57045], [6.68519, 0.64433, 1.75497], [5.13236, 1.31353, 2.28419], [4.21626, -2.46877, 0.24696], [1.98798, -3.40386, 0.74382], [0.03298, -3.26272, 2.37622], [-0.56092, -1.64885, 2.84993], [-0.54367, -2.53239, 0.06051], [-2.00174, -2.69833, -1.61457], [-2.44513, -1.21768, -2.46220], [0.10967, -3.07809, -2.69381], [2.49227, -2.45819, -2.95801], [1.71079, 1.31906, -1.13336], [-0.66411, 0.69693, -0.85916], [-4.02743, -0.32663, -1.58665], [-2.79918, 1.67031, -0.76299], [-3.28061, 1.25551, 0.89844], [-4.78785, 2.97052, -0.05096], [-5.16031, 1.91144, -1.43217], [-7.89805, 1.62651, 1.05851], [-6.97463, 3.09977, 0.73510], [-7.59463, 2.12909, -0.62110], [-6.94162, -0.46608, 0.70599], [-6.45308, -0.15491, -0.97716], [-5.02708, -1.90896, 0.04686], [-4.58435, -0.80177, 1.36221], [0.88619, 0.26856, 2.60293], [3.07943, 1.19694, 2.12249]], "smiles": "CC(C)COc1ccc(CNC(=O)N(Cc2ccc(F)cc2)C2CCN(C)CC2)cc1", "e_above_lowest_kj_mol": 24.9, "total_charge": 0}

{"formula": "C9H8NOPS", "method": "the ωB97M-V functional and the def2-TZVPD basis", "species": ["C", "C", "C", "C", "C", "C", "C", "C", "C", "N", "O", "P", "S", "H", "H", "H", "H", "H", "H", "H", "H"], "coordinates": [[-0.49074, 0.29731, 0.82497], [0.65732, -1.17532, -0.75031], [0.52750, 1.14119, 0.83598], [1.69360, -0.35430, -0.73422], [-0.48705, -0.85691, 0.03605], [1.64839, 0.85957, 0.03776], [3.95178, 1.67915, -0.29481], [-1.52903, -1.67374, -0.19317], [-2.87614, -1.87735, 0.30729], [2.64022, 1.75274, 0.02979], [4.81505, 0.89473, 0.02246], [-3.31629, 1.32179, -1.25619], [-4.26979, 0.96609, 0.39430], [-1.21947, 0.65866, 1.49239], [0.68878, -2.01000, -1.52121], [0.42653, 2.11099, 1.30378], [2.55433, -0.52817, -1.20297], [4.32511, 2.53943, -0.90358], [-3.01446, -2.65735, 1.13732], [-3.13887, -0.99715, 0.80556], [-3.58677, -2.09136, -0.37119]], "s2": 2.0986, "energy_ev": -33118.296, "spin_multiplicity": 3, "total_charge": 0}

{"formula": "C16H28N4O2S", "method": "the ωB97M-V functional and the def2-TZVPD basis", "species": ["C", "C", "C", "C", "N", "N", "C", "S", "C", "C", "O", "N", "C", "C", "C", "C", "N", "C", "C", "C", "C", "C", "O", "H", "H", "H", "H", "H", "H", "H", "H", "H", "H", "H", "H", "H", "H", "H", "H", "H", "H", "H", "H", "H", "H", "H", "H", "H", "H", "H", "H"], "coordinates": [[-3.22856, 0.78875, 0.04976], [-2.87710, 2.15014, -0.53832], [-1.65161, 2.77992, 0.13995], [-0.44939, 1.94437, -0.10139], [0.15402, 1.82503, -1.25115], [1.14698, 0.93050, -1.12330], [1.13068, 0.51107, 0.11176], [2.13045, -0.76893, 0.74073], [2.04947, -1.77414, -0.77054], [0.57529, -1.94853, -1.13547], [-0.28556, -1.90483, -0.27442], [0.28966, -2.16136, -2.43221], [1.25346, -2.13384, -3.51347], [1.45739, -0.71657, -4.05140], [-1.10832, -2.28904, -2.80953], [-1.52307, -3.75096, -2.94304], [0.13853, 1.11949, 0.82039], [-0.17385, 0.90935, 2.20148], [0.46536, 1.98271, 3.11150], [1.98129, 1.82061, 3.23808], [2.09713, 0.78929, 4.36095], [0.82737, 1.03441, 5.19088], [-0.03574, 1.86628, 4.42482], [-3.47898, 0.87776, 1.10559], [-4.08809, 0.36692, -0.46611], [-2.39775, 0.09328, -0.05237], [-3.72625, 2.82759, -0.42657], [-2.66135, 2.04458, -1.60253], [-1.47650, 3.76842, -0.28846], [-1.82781, 2.88698, 1.21114], [2.50245, -2.73727, -0.53345], [2.62380, -1.25109, -1.52910], [0.87554, -2.78336, -4.30787], [2.19986, -2.55765, -3.17205], [2.29690, -0.69545, -4.74090], [1.64016, -0.01957, -3.23587], [0.56944, -0.37835, -4.57891], [-1.70451, -1.81023, -2.02995], [-1.26372, -1.75661, -3.75022], [-2.56890, -3.81330, -3.23080], [-1.39211, -4.26025, -1.99179], [-0.92472, -4.25970, -3.69619], [0.18885, -0.08366, 2.47895], [-1.25735, 0.93635, 2.33783], [0.17863, 2.97447, 2.74197], [2.42518, 2.76972, 3.53950], [2.44774, 1.48840, 2.31373], [2.10406, -0.21880, 3.94778], [2.99917, 0.92370, 4.95265], [1.04115, 1.56453, 6.12431], [0.31124, 0.09887, 5.43367]], "smiles": "CCCc1nnc(SCC(=O)N(CC)CC)n1C[C@@H]1CCCO1", "e_above_lowest_kj_mol": 44.5, "total_charge": 0}

{"formula": "C5H7N", "method": "the ωB97M-V functional and the def2-TZVPD basis", "species": ["C", "C", "C", "C", "N", "C", "H", "H", "H", "H", "H", "H", "H"], "coordinates": [[-0.80208, 1.57531, -2.40726], [-0.72112, 0.70707, -1.57527], [-0.16369, -0.24298, -0.63082], [-0.71781, -1.28646, 0.28926], [-0.30579, 0.00113, 0.78147], [0.89251, 0.21311, 1.56322], [-0.79740, 2.33724, -3.15432], [0.82859, -0.52830, -0.98897], [-0.04287, -2.14091, 0.40426], [-1.77265, -1.52831, 0.39355], [1.21922, 1.24261, 1.38151], [1.72621, -0.46659, 1.31619], [0.65689, 0.11709, 2.62718]], "smiles": "C#C[C@@H]1CN1C", "e_above_lowest_kj_mol": 336.8, "total_charge": 0}